# 1
This record from the OMol25 dataset describes a cluster of 2 separate species, H6N2 in total in a non-equilibrium geometry. The level of theory is ωB97M-V with the def2-TZVPD basis set.

Cartesian coordinates (Å):
N 1.8696 -2.2857 -0.6201
H 1.2943 -1.4740 -0.5073
H 2.0274 -2.4424 -1.6013
H 2.8027 -2.0206 -0.2825
N -1.9981 1.9254 0.7088
H -2.0816 1.6662 1.6799
H -1.0975 2.2947 0.3678
H -2.8168 2.3364 0.2548

Output
Net charge: +1
Gap between HOMO and LUMO (alpha / beta) in eV: 7.66 / 1.87
LUMO (alpha / beta) in eV: -4.985 / -10.780
2S+1: 2
Energy above the lowest of the compared OMol25 structures with the same formula, charge and spin in kJ/mol: 77.4

# 2
This record from the OMol25 dataset describes a cluster of 2 separate species, H6N2Si in total in a non-equilibrium geometry. The level of theory is ωB97M-V with the def2-TZVPD basis set.

Cartesian coordinates (Å):
N -0.2271 1.7089 0.8539
N -0.8128 0.4037 0.7317
Si 0.6419 -1.3035 -0.6571
H 0.7925 1.4338 0.8970
H -0.5081 2.2554 1.6789
H -1.6848 0.6502 0.2657
H 0.3182 -2.2875 -1.8818
H 0.9548 -1.9929 0.4500
H 1.6193 -0.2632 -1.1574

Output
Net charge: 0
Gap between HOMO and LUMO (alpha / beta) in eV: 7.74 / 6.59
LUMO (alpha / beta) in eV: -0.438 / -0.420
2S+1: 1
Energy above the lowest of the compared OMol25 structures with the same formula, charge and spin in kJ/mol: 345.3

# 3
This record from the OMol25 dataset describes a cluster of 2 separate species, H6N3P in total in a non-equilibrium geometry. The level of theory is ωB97M-V with the def2-TZVPD basis set.

Cartesian coordinates (Å):
N 1.7577 0.9932 0.1581
N -0.3173 -0.9735 1.0118
N -1.6502 -0.3220 -1.0506
P -0.4832 -1.4213 -0.4354
H 0.8194 0.9600 0.1255
H 2.1187 1.8607 -0.2987
H 1.9306 0.9309 1.1121
H 0.2723 -1.3834 1.6602
H -2.0380 -0.7320 -1.8873
H -2.4100 0.0874 -0.3959

Output
SMILES: [H]/N=P/N.N
Net charge: 0
Gap between HOMO and LUMO in eV: 9.91
LUMO in eV: 0.665
2S+1: 1
Energy above the lowest of the compared OMol25 structures with the same formula, charge and spin in kJ/mol: 70.8

Computed total energy, in the same sequence as the records: -112.719806; -402.411108; -509.200497 Ha.